Entry 1:
{"formula": "C40H72N11O2PS2Ti", "method": "ωB97M-V/def2-TZVPD", "gap_ha": [0.228, 0.228], "total_energy_ha": -4307.38486, "homo_energy_ev": [-6.191, -6.191], "elements": ["Ti", "C", "N", "C", "C", "N", "C", "C", "N", "C", "C", "N", "C", "N", "C", "C", "N", "C", "C", "C", "C", "N", "C", "N", "C", "C", "N", "C", "C", "N", "C", "C", "H", "H", "H", "H", "H", "H", "H", "H", "H", "H", "H", "H", "H", "H", "H", "H", "H", "H", "H", "H", "H", "H", "H", "H", "H", "H", "H", "H", "H", "H", "H", "H", "H", "H", "H", "H", "H", "H", "H", "H", "H", "H", "H", "H", "H", "H", "H", "H", "C", "C", "C", "O", "P", "S", "S", "O", "C", "C", "C", "H", "H", "H", "H", "H", "H", "H", "H", "H", "H", "H", "H", "H", "H", "N", "C", "C", "C", "C", "C", "C", "C", "C", "C", "C", "C", "C", "C", "H", "H", "H", "H", "H", "H", "H", "H", "H", "H"], "coordinates": [[-0.67191, 0.11428, 1.23566], [-4.39640, -0.96488, -1.48591], [-3.16496, -1.58602, -1.03537], [-2.03243, -1.53487, -1.95008], [-2.94528, -1.95392, 0.24993], [-1.73441, -1.83297, 0.74932], [-1.21265, -2.94995, 1.53945], [-0.00185, -3.53917, 0.81279], [0.96006, -2.55468, 0.38484], [1.40570, -2.67240, -0.98371], [2.52801, -1.73052, -1.37140], [2.03925, -0.37111, -1.55469], [2.87088, 0.57856, -1.72970], [2.42009, 1.81768, -2.16093], [2.90108, 3.00782, -1.46870], [1.01400, 1.91224, -2.50958], [4.26980, 0.44042, -1.59840], [4.81877, 0.26953, -0.26786], [5.15806, 1.09392, -2.53489], [0.98480, -1.29779, 1.06015], [0.90673, 1.54359, 1.42414], [0.33581, 2.81914, 1.07103], [0.26384, 3.79618, 1.88120], [-0.19524, 5.03217, 1.40950], [-1.05929, 5.78345, 2.30070], [-0.51184, 5.10347, -0.00490], [0.73507, 3.79518, 3.21622], [1.69074, 4.82399, 3.58874], [-0.11772, 3.30537, 4.27557], [-3.98587, -2.51055, 0.93333], [-5.07495, -3.22141, 0.29654], [-4.09387, -2.35975, 2.37317], [-4.17107, 0.00444, -1.93651], [-5.06256, -0.79889, -0.64450], [-4.90883, -1.57773, -2.23298], [-1.36249, -0.69920, -1.74914], [-2.42510, -1.45129, -2.96397], [-1.45653, -2.45439, -1.87203], [-1.95501, -3.74640, 1.65558], [-0.94287, -2.61738, 2.54237], [-0.37161, -4.07166, -0.07237], [0.44930, -4.30294, 1.47027], [0.57663, -2.52722, -1.69798], [1.77386, -3.69466, -1.13184], [2.95149, -2.09356, -2.31481], [3.32246, -1.82177, -0.62469], [2.24033, 3.26825, -0.63461], [2.93111, 3.85055, -2.16318], [3.90031, 2.85204, -1.07555], [0.72875, 1.05518, -3.11590], [0.85743, 2.83136, -3.07927], [0.37314, 1.93990, -1.61988], [4.06419, -0.11579, 0.41497], [5.18050, 1.22236, 0.14400], [5.65854, -0.43072, -0.28319], [4.65120, 1.24630, -3.48474], [6.03089, 0.45795, -2.70475], [5.52530, 2.06769, -2.18270], [1.87167, -0.73312, 0.80328], [0.99805, -1.44025, 2.15533], [1.64738, 1.27202, 0.66963], [1.35521, 1.50276, 2.42295], [-0.56702, 5.96572, 3.25569], [-2.01435, 5.27618, 2.50408], [-1.27918, 6.75152, 1.85290], [0.39937, 5.04412, -0.60311], [-0.99763, 6.05775, -0.20768], [-1.16428, 4.28951, -0.33176], [1.66140, 5.66255, 2.89068], [2.71276, 4.43415, 3.61275], [1.45833, 5.20719, 4.58597], [-0.74655, 4.09674, 4.71604], [0.48389, 2.85976, 5.06942], [-0.76288, 2.51407, 3.89960], [-4.82492, -3.44464, -0.73714], [-6.01055, -2.65430, 0.32284], [-5.23785, -4.16513, 0.82271], [-3.25777, -1.78231, 2.75819], [-4.09853, -3.33562, 2.86772], [-5.02404, -1.83993, 2.62114], [-1.14755, -3.89231, 5.12382], [0.10034, -3.03541, 5.12454], [1.26013, -3.66103, 5.86695], [-0.24800, -1.78861, 5.77393], [0.14076, -0.38521, 5.09994], [1.97464, -0.21087, 4.55857], [-1.31804, -0.12771, 3.66859], [-0.20331, 0.60328, 6.28849], [-1.27034, 0.59605, 7.27048], [-2.60063, 0.07461, 6.76362], [-0.77450, -0.15572, 8.49033], [-0.96771, -4.82318, 4.58236], [-1.97307, -3.36283, 4.64619], [-1.43780, -4.13930, 6.14714], [0.40242, -2.81626, 4.09575], [0.97165, -3.87608, 6.89798], [2.11546, -2.98752, 5.86814], [1.55104, -4.59734, 5.38651], [-1.38341, 1.65450, 7.51211], [-2.54194, -0.97990, 6.49426], [-2.94885, 0.63407, 5.89714], [-3.32920, 0.18612, 7.56935], [-0.66712, -1.21575, 8.25761], [-1.48374, -0.04652, 9.31298], [0.19302, 0.23103, 8.80788], [-1.81533, 0.99666, 0.04098], [-2.82215, 1.71014, -0.19570], [-2.93993, 2.53736, -1.44245], [-3.65853, 3.73019, -1.45201], [-3.69686, 4.51668, -2.59462], [-3.03139, 4.10764, -3.74136], [-2.31834, 2.91567, -3.74120], [-2.26792, 2.13975, -2.59383], [-3.94738, 1.81877, 0.80097], [-5.28521, 1.78002, 0.41451], [-6.29297, 1.79917, 1.36814], [-5.97288, 1.88784, 2.71738], [-4.64376, 1.96837, 3.10673], [-3.63848, 1.93549, 2.15071], [-4.17048, 4.05811, -0.55601], [-4.24440, 5.45027, -2.58684], [-3.06580, 4.71870, -4.63439], [-1.79240, 2.59524, -4.63158], [-1.69230, 1.22560, -2.57258], [-5.54003, 1.72731, -0.63704], [-7.32892, 1.75214, 1.05709], [-6.76033, 1.90740, 3.46024], [-4.38070, 2.05589, 4.15341], [-2.60439, 2.01094, 2.46173]], "forces_ev_per_angstrom": [[1.2768, -0.9720, 1.1756], [0.0117, 0.0157, -0.0144], [-0.0578, 0.1027, 0.0170], [-0.0289, -0.0343, -0.0402], [0.1334, -0.0922, -0.1157], [-0.0321, 0.0554, 0.1719], [-0.0557, 0.0670, -0.1045], [-0.1064, -0.0331, -0.0173], [0.2573, -0.0032, 0.2916], [-0.1298, -0.0210, -0.1139], [0.0540, 0.1270, -0.0072], [-0.0217, -0.1655, 0.0849], [0.0656, 0.0642, -0.1238], [0.0197, -0.0118, -0.0319], [-0.0267, -0.0134, -0.0281], [-0.0167, 0.0490, 0.0596], [-0.0689, 0.0393, 0.0455], [-0.0061, -0.0312, 0.0042], [-0.0214, 0.0302, 0.0093], [-0.6046, 0.3395, -0.3170], [-0.1817, 0.1252, -0.0258], [-0.1648, -0.1788, -0.0259], [0.2214, 0.1531, 0.0499], [0.0567, 0.0515, 0.0120], [-0.0674, -0.0247, 0.0119], [-0.0368, -0.0150, -0.0092], [0.0113, 0.0962, -0.0886], [-0.0380, -0.0015, 0.0369], [0.0604, -0.1177, 0.0100], [-0.0597, 0.1060, 0.0374], [0.0332, -0.0392, 0.0043], [0.0153, -0.0537, 0.0075], [0.0002, 0.0039, 0.0093], [0.0016, 0.0100, 0.0128], [0.0051, -0.0055, -0.0032], [0.0006, 0.0322, 0.0197], [0.0015, -0.0031, -0.0028], [-0.0326, 0.0057, 0.0086], [-0.0044, 0.0063, 0.0146], [-0.0152, 0.0075, -0.0365], [0.0066, -0.0074, 0.0131], [0.0237, 0.0409, -0.0127], [0.0826, 0.0317, 0.0017], [-0.0441, -0.0151, 0.0104], [0.0220, 0.0185, -0.0152], [0.0165, 0.0401, 0.0138], [-0.0266, -0.0151, 0.0108], [0.0095, -0.0040, -0.0028], [0.0511, -0.0281, 0.0083], [0.0128, -0.0092, -0.0081], [0.0154, 0.0083, 0.0069], [0.0252, -0.0124, 0.0070], [-0.0311, 0.0002, -0.0132], [0.0019, 0.0026, -0.0058], [0.0006, -0.0016, -0.0089], [-0.0168, -0.0104, 0.0040], [-0.0043, -0.0104, 0.0079], [-0.0072, 0.0077, 0.0119], [0.0825, -0.0649, 0.0120], [0.0464, -0.0104, 0.0320], [0.0078, 0.0085, -0.0768], [0.0608, -0.0104, 0.0168], [-0.0223, -0.0253, -0.0136], [-0.0065, 0.0024, -0.0351], [0.0145, 0.0105, -0.0036], [-0.0003, -0.0549, 0.0353], [0.0348, 0.0200, -0.0009], [-0.0357, 0.0242, 0.0238], [0.0331, -0.0284, -0.0167], [-0.0014, -0.0269, 0.0187], [-0.0104, 0.0223, -0.0039], [0.0007, 0.0021, -0.0023], [0.0076, 0.0180, 0.0140], [-0.0243, 0.0181, -0.0406], [0.0059, 0.0013, 0.0023], [0.0007, -0.0005, -0.0016], [-0.0035, -0.0013, 0.0049], [-0.0080, 0.0360, -0.0217], [-0.0161, -0.0073, -0.0058], [0.0026, -0.0012, 0.0030], [-0.0286, -0.0517, -0.0267], [-0.0683, 0.0933, -0.0122], [0.0148, -0.0471, 0.0148], [0.1064, -0.1367, 0.1420], [-0.0800, -0.0347, -0.0141], [0.1015, -0.0137, -0.0197], [-0.1652, 0.0943, -0.4391], [-0.0849, 0.1744, -0.0900], [0.0778, -0.0834, 0.0296], [-0.0427, 0.0067, 0.0126], [-0.0363, -0.0545, 0.0367], [0.0032, 0.0001, 0.0059], [0.0142, 0.0094, -0.0167], [0.0062, 0.0179, -0.0026], [0.0396, 0.0067, 0.0285], [0.0116, 0.0172, -0.0013], [-0.0071, 0.0120, -0.0021], [-0.0093, 0.0040, 0.0010], [0.0323, 0.0082, 0.0185], [0.0174, 0.0107, 0.0025], [0.0102, 0.0019, 0.0083], [-0.0142, -0.0050, -0.0136], [0.0019, 0.0211, 0.0085], [0.0008, 0.0080, -0.0075], [-0.0046, 0.0101, -0.0020], [-0.4072, 0.0322, -0.5403], [-0.2311, 0.3499, -0.0383], [0.0002, -0.1167, 0.1092], [-0.0298, 0.0551, -0.0488], [0.0057, -0.0308, 0.0274], [-0.0029, 0.0196, -0.0298], [0.0082, -0.0093, 0.0550], [-0.0007, 0.0433, -0.0884], [0.0763, 0.0079, -0.0851], [-0.0463, -0.0539, 0.0251], [0.0356, 0.0078, -0.0107], [-0.0320, -0.0034, 0.0092], [0.0310, 0.0032, -0.0427], [-0.0568, 0.0024, 0.0979], [0.0079, -0.0045, -0.0090], [0.0012, 0.0041, -0.0062], [0.0006, -0.0009, 0.0008], [-0.0017, 0.0038, -0.0078], [-0.0085, -0.0142, 0.0116], [0.0035, -0.0026, -0.0085], [-0.0046, -0.0015, 0.0058], [0.0045, 0.0002, -0.0001], [-0.0153, 0.0055, 0.0049], [0.0100, -0.0052, -0.0503]]}

Entry 2:
{"formula": "C2H4F3NO5S2Tl", "method": "ωB97M-V/def2-TZVPD", "gap_ha": 0.237, "e_above_lowest_ev": 0.000, "total_energy_ha": -1777.94578, "total_charge": -1, "homo_energy_ev": -3.787, "elements": ["N", "S", "O", "O", "S", "O", "O", "C", "F", "F", "F", "Tl", "O", "H", "C", "H", "H", "H"], "coordinates": [[1.37132, 1.98525, 0.35831], [-0.29030, 1.97854, -0.00812], [-0.47194, 0.59501, -0.76105], [-1.04994, 1.80899, 1.29928], [2.11199, 0.80314, 1.07259], [1.31934, -0.02649, 2.01596], [3.42968, 1.23966, 1.55729], [2.57070, -0.49580, -0.23774], [1.66497, -1.46633, -0.29161], [2.67680, 0.05419, -1.44123], [3.74005, -1.04925, 0.07617], [-0.80702, -0.60834, 1.32381], [-2.41533, -1.56183, 0.18200], [-3.32313, -1.76266, 0.41576], [-2.45738, -0.43173, -1.17176], [-2.74680, 0.62959, -1.20492], [-1.81143, -0.98302, -1.86368], [-3.51158, -0.70894, -1.32106]], "forces_ev_per_angstrom": [[-0.2132, -0.6395, 0.3770], [0.8434, -1.4911, -0.2167], [1.2753, 2.0493, 1.1455], [0.2274, 0.4895, -0.8316], [0.9391, 1.0105, 0.6374], [2.2845, 1.2057, -0.5125], [-1.5543, -0.6034, -0.6601], [-0.1864, 0.9215, 0.6165], [-0.2563, -0.4144, -0.1772], [0.0906, 0.0219, -0.3061], [0.3144, -0.2507, -0.0103], [0.4215, -0.5352, 2.9190], [-1.0618, 1.5723, -3.8481], [-0.5866, 0.1370, -0.0861], [-4.4124, -3.4107, 0.3539], [1.9875, -0.0879, 1.1640], [-0.1284, 1.0545, 0.3971], [0.0155, -1.0293, -0.9616]]}